# 1
# C30H86F3FeN16O16

A structure of composition C30H86F3FeN16O16 in a non-equilibrium geometry (ωB97M-V with the def2-TZVPD basis set, OMol25).

Structure (XYZ):
```
152
Properties=species:S:1:pos:R:3:forces:R:3:lowdin_charge:R:1
Fe -3.6212 1.1499 -0.7037 2.25 -2.12 1.87 1.219
C -1.0054 -0.3573 0.5744 -2.17 1.65 -0.79 -0.328
O -0.5483 0.8079 -0.0015 1.99 0.29 -0.25 -0.103
O -2.3915 -0.2075 0.2579 0.10 -1.32 0.20 -0.192
C -0.2732 -1.6256 -0.0062 -0.78 0.74 -1.21 -0.549
F -1.0892 -2.6913 -0.0347 -0.10 -0.17 0.36 0.106
F 0.0981 -1.4145 -1.2730 -0.13 0.25 -0.78 0.148
F 0.8465 -1.9696 0.6055 0.06 0.14 0.95 0.152
C 0.7849 1.2798 0.2653 -1.34 0.28 -0.32 -0.204
C 0.9622 2.3825 -0.7540 0.85 -0.27 -0.26 -0.054
H 1.9103 2.8701 -0.5270 -0.02 0.36 -0.31 0.069
H 1.0209 1.9077 -1.7334 0.24 -0.06 -0.12 0.065
H 0.1673 3.1187 -0.8739 -0.14 -0.09 0.75 0.061
H 1.5451 0.5099 0.1332 0.04 -0.16 -0.11 0.117
H 0.8219 1.6249 1.2986 0.03 0.14 0.24 0.114
H -0.8093 -0.3488 1.6466 -0.14 -0.18 0.47 0.144
C -1.9005 1.8286 4.4016 0.94 -0.02 -3.50 -0.714
O -2.4980 2.0536 3.3321 -0.87 -0.18 0.82 -0.008
N -1.5497 2.7246 5.2679 -0.98 4.24 2.17 0.178
N -1.1702 0.7661 4.6133 0.67 -3.48 0.32 0.185
H -0.9784 2.5428 6.0808 -0.40 0.32 -0.21 0.126
H -2.0005 3.6178 5.1297 0.35 0.08 0.57 0.130
H -0.6589 0.7899 5.4841 0.03 -1.06 -0.46 0.117
H -1.3278 -0.0827 4.0891 0.32 0.12 0.30 0.102
C -2.2365 3.9145 0.1767 -1.51 -3.92 3.75 -0.709
O -2.7461 2.8454 -0.1843 -0.93 -0.97 -1.73 -0.044
N -2.0143 4.9257 -0.5186 1.04 5.31 -5.77 0.231
N -1.9821 4.0716 1.4453 1.07 0.95 1.34 0.237
H -2.2582 4.9773 -1.4974 -0.02 -0.36 0.17 0.138
H -1.5719 5.7767 -0.2021 -0.14 -0.33 0.32 0.148
H -1.4644 4.9238 1.6060 -0.01 -0.49 1.16 0.118
H -2.0765 3.2928 2.0813 0.05 -0.22 0.65 0.071
C -4.1869 -3.2011 1.8634 1.24 0.39 0.49 -0.761
O -5.0209 -2.4350 1.4761 -2.83 3.16 -1.37 0.003
N -2.9405 -2.8770 2.0836 2.98 1.80 0.27 0.213
N -4.4456 -4.4077 2.1614 -1.14 -4.87 1.19 0.216
H -2.6651 -1.9244 1.8918 0.01 -0.18 -0.28 0.090
H -2.2340 -3.5707 2.2829 -0.12 0.05 -0.02 0.072
H -3.6598 -4.9296 2.5225 -0.46 -0.79 -0.05 0.093
H -5.4007 -4.7143 2.2792 0.36 -0.06 -0.14 0.142
C -3.1890 -2.7058 -3.2717 -0.29 1.87 -2.73 -0.819
O -3.2265 -1.5079 -3.2201 -0.39 2.99 0.48 0.053
N -2.8744 -3.4597 -2.2973 1.23 -2.21 5.52 0.190
N -3.3572 -3.3820 -4.3670 -0.75 -2.35 -3.46 0.185
H -2.9745 -2.9159 -1.4521 0.32 -0.70 0.63 0.111
H -3.0318 -4.4573 -2.3125 -0.09 0.35 0.39 0.124
H -3.8035 -3.0039 -5.1904 0.31 -0.15 0.23 0.130
H -3.2353 -4.3751 -4.2289 -0.39 0.13 -1.10 0.112
C -1.7843 1.4415 -3.2228 1.35 -3.62 0.07 -0.693
O -2.6127 1.3255 -2.3430 -3.09 -0.66 2.22 -0.031
N -1.6048 2.5116 -3.8613 -0.01 5.07 -2.11 0.232
N -0.9847 0.4471 -3.5917 0.48 -1.12 0.55 0.238
H -0.6520 2.7396 -4.1068 0.05 0.37 -0.89 0.073
H -2.3123 3.2263 -3.7676 0.43 0.09 0.00 0.140
H -0.5029 0.4843 -4.4786 -0.16 -0.16 0.33 0.129
H -1.0921 -0.4124 -3.0723 0.10 -0.12 -0.32 0.098
C -5.9417 -0.8883 -1.4906 0.63 0.37 -0.27 -0.691
O -4.9756 -0.1975 -1.1870 1.99 2.14 0.47 -0.040
N -6.1645 -2.0178 -0.9204 -0.78 -2.84 1.12 0.231
N -6.7882 -0.5648 -2.4178 -1.94 0.88 -2.28 0.220
H -6.9550 -2.5697 -1.2215 0.22 0.01 0.35 0.135
H -5.7233 -2.2242 -0.0357 0.32 -0.31 0.50 0.063
H -6.6479 0.2282 -3.0273 -0.06 -0.35 0.09 0.140
H -7.4707 -1.2813 -2.6201 -0.15 0.72 -0.52 0.129
C -1.0931 -6.2764 1.0978 -0.79 -0.16 0.97 -0.822
O -1.8591 -5.9205 1.9352 -3.07 1.89 3.78 0.038
N -0.4420 -7.3845 1.2568 2.08 -3.54 0.37 0.195
N -0.9281 -5.6028 0.0269 1.72 1.85 -5.35 0.208
H 0.1544 -7.8159 0.5652 -0.16 0.09 0.25 0.121
H -0.7451 -7.9212 2.0569 0.30 -0.07 -0.24 0.131
H -0.3284 -6.0232 -0.6687 -0.03 0.52 -0.18 0.113
H -1.2954 -4.6852 -0.1808 0.00 -0.44 0.51 0.085
C -5.5733 1.2406 1.8124 0.90 -1.14 -0.30 -0.643
O -4.7523 1.3998 0.8953 0.31 1.47 -0.90 -0.057
N -6.3919 2.1301 2.3138 -1.02 1.77 0.37 0.213
N -5.6829 0.0628 2.3671 0.05 -1.45 0.64 0.222
H -6.2147 3.1192 2.2117 -0.25 -0.23 0.10 0.138
H -6.9149 1.7398 3.0846 -0.19 1.11 0.01 0.124
H -6.3272 -0.0913 3.1294 0.37 -0.34 -0.22 0.133
H -5.0717 -0.6654 2.0262 -0.28 -0.62 0.03 0.079
C 1.8238 5.4630 5.3648 0.64 -0.54 0.66 -0.056
C 2.2267 5.0817 3.9156 -2.26 0.39 1.62 -0.481
C 1.0914 4.2481 3.2919 1.49 -0.90 0.55 -0.063
O 2.2686 6.3223 3.2954 0.73 0.97 -1.33 -0.041
H 2.4337 6.2976 5.7107 0.24 -0.15 -0.08 0.082
H 1.9567 4.6438 6.0715 0.25 -0.20 -0.02 0.071
H 0.8041 5.7945 5.5603 -0.28 -0.01 -0.84 0.073
H 3.2036 4.5986 3.8953 -0.09 -0.26 0.01 0.142
H 1.3240 3.9563 2.2678 -0.27 0.49 -0.33 0.054
H 0.1304 4.7402 3.4421 0.12 -0.06 -0.23 0.067
H 1.1310 3.2963 3.8216 -0.56 -0.22 0.23 0.071
H 2.9144 6.2341 2.5906 -0.01 0.43 -0.31 0.097
C 2.9016 -0.1344 -3.1140 0.54 -0.11 0.14 -0.042
C 4.0795 -0.0252 -4.0660 1.04 0.66 1.16 -0.528
C 5.3058 -0.7700 -3.5837 -0.33 -1.13 -0.39 -0.038
O 3.6071 -0.4916 -5.3107 0.27 0.06 -0.30 -0.024
H 2.0002 0.2630 -3.5806 -0.10 0.27 0.24 0.057
H 3.1022 0.3138 -2.1408 -0.16 0.14 0.02 0.065
H 2.7421 -1.2041 -2.9783 -0.16 -0.09 0.15 0.081
H 4.5071 0.9649 -4.2240 -0.76 0.73 0.20 0.119
H 5.6035 -0.6301 -2.5445 -0.43 0.39 0.07 0.076
H 6.1789 -0.5299 -4.1904 -0.12 -0.26 -0.15 0.089
H 5.0164 -1.8163 -3.6816 0.58 -0.38 -0.05 0.080
H 2.9892 0.2265 -5.4658 -0.37 -0.32 -0.99 0.069
C 2.4315 -5.1579 -2.4857 1.56 0.81 0.66 -0.037
C 3.4687 -4.5929 -1.4299 -0.88 -0.37 0.26 -0.491
C 2.9287 -4.5443 0.0043 -0.56 0.51 -0.94 -0.049
O 4.6517 -5.3025 -1.2932 0.93 -1.32 -0.58 -0.034
H 2.2430 -6.2300 -2.5432 -0.16 -0.08 0.89 0.074
H 2.8788 -4.9670 -3.4612 -0.37 0.47 -0.22 0.071
H 1.5538 -4.5428 -2.2873 -0.33 -0.27 -0.57 0.063
H 3.7591 -3.6151 -1.8143 -0.41 0.52 0.14 0.116
H 2.4182 -5.4917 0.1777 0.00 -0.01 0.34 0.077
H 2.2204 -3.7189 0.0762 -0.15 -0.17 0.20 0.047
H 3.7190 -4.3902 0.7389 0.03 -0.10 -0.21 0.081
H 4.8052 -5.7799 -2.1119 0.38 -0.10 -0.06 0.093
C 0.7252 5.0793 -3.5236 0.38 -0.91 -1.65 -0.017
C 1.6239 4.2427 -4.5354 0.67 1.10 0.82 -0.432
C 2.8623 3.6404 -3.8547 -0.31 0.25 -0.15 -0.031
O 0.8363 3.2139 -5.0688 -1.38 -1.38 0.34 -0.088
H -0.2516 5.2694 -3.9684 0.05 0.21 -0.35 0.068
H 1.1667 6.0418 -3.2651 0.14 -0.28 0.19 0.087
H 0.5004 4.4413 -2.6689 0.44 0.15 0.29 0.040
H 1.9415 4.7229 -5.4609 0.16 1.29 0.55 0.141
H 2.5931 3.2305 -2.8812 0.04 -0.34 -0.14 0.057
H 3.6951 4.3236 -3.6878 -0.21 0.30 -0.14 0.091
H 3.2235 2.8770 -4.5437 0.21 -0.26 0.29 0.066
H 1.3201 2.7659 -5.7665 0.03 0.01 -0.08 0.106
C 0.0388 -3.0760 3.5959 0.66 0.29 0.89 -0.037
C 1.3534 -2.3183 3.9479 1.69 -1.32 -1.36 -0.434
C 2.5751 -3.0134 3.2301 -1.05 0.00 0.42 -0.044
O 1.3383 -1.0067 3.4342 -1.22 1.20 -0.53 -0.087
H -0.8548 -2.5897 3.9871 0.01 0.17 0.03 0.063
H 0.0627 -4.0739 4.0337 0.11 0.04 0.23 0.089
H -0.0924 -3.2731 2.5319 0.34 0.42 -0.13 0.054
H 1.6551 -2.2149 4.9902 -0.90 -0.65 0.41 0.133
H 3.5094 -2.6745 3.6778 0.04 0.05 -0.17 0.079
H 2.5070 -2.7341 2.1787 0.24 0.02 0.11 0.043
H 2.5416 -4.1017 3.2810 0.00 -0.04 0.17 0.080
H 2.0843 -0.4981 3.7605 0.12 -0.18 0.10 0.091
C 5.5760 2.6462 -0.3586 -0.54 0.73 1.02 -0.038
C 4.4966 1.8895 0.3969 -0.20 -0.41 -0.58 -0.498
C 5.0843 0.6709 1.1036 -0.90 0.05 -0.34 -0.031
O 3.7014 2.7390 1.2297 0.85 0.95 0.79 -0.064
H 6.3321 2.9820 0.3511 0.07 0.25 -0.04 0.089
H 5.0502 3.5027 -0.7806 0.54 0.19 -0.38 0.077
H 6.0919 2.0396 -1.1029 -0.38 -0.02 -0.07 0.082
H 3.7362 1.6555 -0.3481 0.36 -1.17 -0.51 0.093
H 5.7616 0.1803 0.4045 -0.08 -0.24 0.12 0.079
H 4.2413 0.0201 1.3356 0.19 -0.44 0.18 0.064
H 5.6274 0.8808 2.0251 -0.04 0.36 -0.10 0.090
H 2.8641 2.3175 1.4366 0.14 -0.27 -0.02 0.041
```
Positions in Å, forces in eV/Å.

Total charge: +2
Spin multiplicity: 6
HOMO (spin up / spin down) in eV: -13.16 / -13.16

---

# 2
# C30H86O13

A cluster of 13 separate species, C30H86O13 in total in a non-equilibrium geometry (ωB97M-V with the def2-TZVPD basis set, OMol25).

Structure (XYZ):
```
129
Properties=species:S:1:pos:R:3:forces:R:3:lowdin_charge:R:1
C -1.6757 2.7783 3.4071 -0.72 0.64 -0.06 -0.072
C -0.9315 3.4107 4.5716 0.09 -0.20 -0.53 -0.290
O 0.1285 2.5699 4.9308 1.31 -0.22 0.19 -0.108
H -1.0854 2.4202 2.5637 0.50 0.15 0.25 0.071
H -2.3796 3.5049 3.0013 -0.26 -0.08 -0.01 0.067
H -2.2338 1.9157 3.7713 -0.14 -0.01 -0.03 0.063
H -1.5802 3.5050 5.4424 -0.32 0.24 -0.04 0.112
H -0.4994 4.3924 4.3776 -0.16 0.03 -0.30 0.116
H -0.2841 1.8765 5.4509 -0.04 -0.42 0.51 0.031
C -3.2083 -2.2363 1.8567 -0.94 -0.69 -0.44 -0.062
C -4.4872 -2.9414 1.3174 1.00 1.10 0.28 -0.269
O -5.5607 -2.0062 1.5810 0.06 -0.95 0.09 -0.093
H -2.3175 -2.8619 1.7999 0.06 0.12 -0.40 0.073
H -3.3128 -1.9618 2.9064 -0.27 0.02 -0.05 0.058
H -3.1407 -1.3323 1.2514 0.55 0.02 0.20 0.045
H -4.6493 -3.9379 1.7284 -0.22 0.14 0.42 0.107
H -4.4159 -3.0792 0.2385 0.13 0.05 -0.13 0.091
H -6.2925 -2.5544 1.8733 -0.33 0.30 -0.01 0.080
C -0.1594 4.5203 -1.1008 0.04 -1.07 -1.03 -0.065
C -0.0444 3.3616 -2.1919 1.52 1.51 0.66 -0.250
O 1.3296 3.2432 -2.6296 -0.55 0.95 0.82 -0.115
H -1.2203 4.7360 -0.9737 -0.07 -0.19 0.37 0.054
H 0.2859 5.4783 -1.3691 0.23 -0.23 -0.55 0.064
H 0.3196 4.2298 -0.1658 -0.23 -0.19 0.07 0.051
H -0.6444 3.6488 -3.0555 -0.35 -0.24 0.04 0.101
H -0.3456 2.4129 -1.7477 -0.36 0.08 -0.10 0.077
H 1.4603 2.4261 -3.1163 -0.22 -0.57 -0.11 0.007
C -3.7643 2.8296 0.5506 0.20 -0.34 0.88 -0.079
C -4.0094 1.3611 0.8142 -1.03 -0.22 -0.38 -0.322
O -5.4237 1.2293 0.9753 -0.22 0.08 0.23 -0.087
H -2.7003 3.0399 0.6597 0.05 0.18 -0.64 0.052
H -4.2443 3.3792 1.3603 -0.14 0.11 -0.04 0.074
H -4.2286 3.1337 -0.3875 0.37 0.04 -0.05 0.081
H -3.5154 0.9498 1.6945 0.35 0.32 0.08 0.101
H -3.7454 0.7414 -0.0428 0.46 -0.01 -0.14 0.079
H -5.5991 0.3954 1.4173 -0.08 -0.31 -0.08 0.050
C 2.7219 2.2608 -5.5481 -0.46 -1.51 -0.44 -0.055
C 2.2504 0.8058 -5.2540 0.39 1.44 0.31 -0.285
O 1.6882 0.8393 -3.9499 -0.09 -0.32 -0.47 -0.123
H 3.5435 2.5267 -4.8830 0.09 -0.03 -0.20 0.068
H 1.9092 2.9672 -5.3791 -0.05 -0.11 -0.03 0.072
H 3.0015 2.2796 -6.6014 0.32 0.40 0.07 0.071
H 3.0614 0.0777 -5.2415 0.46 0.18 -0.17 0.109
H 1.5265 0.3997 -5.9605 -0.23 0.40 -0.29 0.102
H 1.5744 -0.1018 -3.7983 -0.51 -0.57 1.16 0.037
C -0.9087 -0.0573 -0.7092 1.72 -0.38 0.41 -0.050
C 0.2914 0.0558 0.2636 -0.72 0.17 -0.50 -0.290
O -0.1761 -0.0875 1.5922 -0.32 -0.19 -0.09 -0.092
H -0.4777 -0.1738 -1.7036 -0.15 0.13 -0.25 0.062
H -1.5401 0.8308 -0.6819 -0.18 -0.32 0.17 0.054
H -1.3922 -1.0037 -0.4670 -0.53 0.24 -0.01 0.064
H 0.8005 1.0123 0.1452 -0.02 0.30 -0.10 0.099
H 1.0482 -0.7038 0.0676 -0.09 -0.28 -0.34 0.083
H 0.5707 0.1546 2.1447 0.15 0.36 0.63 0.017
O 2.8723 -1.7290 1.5416 0.18 -0.04 0.09 -0.018
H 3.5329 -2.0812 2.1382 0.28 -0.08 0.14 0.068
H 2.2893 -1.2184 2.1034 -0.37 0.36 0.20 0.037
C -5.6795 0.3951 -3.8426 0.06 -0.49 0.25 -0.049
C -4.3618 -0.1914 -3.3135 -0.72 0.26 -0.11 -0.492
C -4.5624 -1.3424 -2.3334 0.90 0.08 0.18 -0.049
O -3.6657 -0.6566 -4.4517 0.55 -0.77 -0.32 -0.065
H -6.2256 -0.4310 -4.2982 -0.11 -0.13 0.07 0.080
H -5.4905 1.0799 -4.6693 0.04 0.34 0.25 0.073
H -6.3184 0.8320 -3.0752 0.13 0.19 -0.01 0.079
H -3.7126 0.5574 -2.8598 -0.27 0.31 0.42 0.127
H -4.9780 -2.2354 -2.8001 -0.43 0.22 -0.03 0.087
H -5.0782 -1.0351 -1.4236 -0.56 0.05 -0.27 0.074
H -3.5954 -1.6591 -1.9427 0.35 -0.01 -0.20 0.060
H -3.3268 0.1132 -4.9145 0.04 -0.02 -0.12 0.090
C 5.4276 -0.5642 -2.2575 0.03 0.24 -0.62 -0.034
C 4.6459 0.7550 -2.3370 -0.18 -0.02 0.66 -0.478
C 3.7797 0.8974 -1.1106 -0.90 -0.03 0.25 -0.056
O 5.5413 1.8460 -2.2995 1.78 0.15 -0.26 -0.052
H 5.9026 -0.7831 -3.2138 0.34 0.16 0.04 0.075
H 4.7917 -1.4299 -2.0723 -0.35 0.22 0.16 0.063
H 6.1753 -0.5283 -1.4651 0.06 0.14 -0.04 0.083
H 4.0979 0.8320 -3.2760 -0.36 -0.37 0.15 0.106
H 4.4029 0.9522 -0.2181 0.20 -0.25 0.00 0.085
H 3.0684 0.0782 -1.0053 -0.02 -0.12 0.02 0.063
H 3.1986 1.8195 -1.1104 -0.09 0.13 -0.29 0.065
H 5.1296 2.7074 -2.3991 -0.51 -0.25 -0.03 0.089
C -1.2935 -0.7812 4.9493 0.34 -1.05 -1.40 -0.055
C -0.8992 -0.3997 6.3501 1.31 -1.55 -0.85 -0.487
C 0.6278 -0.5160 6.6195 -0.72 0.15 -0.18 -0.021
O -1.3247 0.8974 6.5465 -0.36 1.68 1.09 -0.044
H -2.3393 -1.0691 4.8425 -0.15 0.03 0.28 0.073
H -0.7101 -1.6162 4.5612 -0.03 -0.40 0.26 0.090
H -1.1152 -0.0433 4.1671 0.14 0.54 0.36 0.062
H -1.3838 -1.1137 7.0161 -0.18 0.17 0.43 0.134
H 0.8974 0.0401 7.5173 -0.07 -0.14 0.09 0.085
H 1.2552 -0.1513 5.8062 -0.20 0.16 -0.19 0.061
H 0.8646 -1.5726 6.7443 0.04 0.04 0.13 0.082
H -2.2592 0.9422 6.3314 -0.17 0.12 0.00 0.113
C 3.3206 -4.8848 0.2928 -0.39 0.64 -0.74 -0.032
C 2.3468 -4.1178 -0.6672 0.07 -1.53 0.87 -0.493
C 0.9220 -4.1422 -0.1111 0.44 -0.55 0.10 -0.035
O 2.7555 -2.8267 -0.9108 0.71 1.32 -1.29 -0.077
H 4.3092 -4.9642 -0.1594 0.09 0.34 0.09 0.077
H 3.0293 -5.9142 0.5012 -0.39 0.13 0.07 0.076
H 3.3459 -4.2942 1.2086 0.24 -0.28 0.20 0.060
H 2.4386 -4.5807 -1.6497 -0.45 -0.37 -0.02 0.122
H 0.8892 -3.6429 0.8573 0.08 0.25 -0.02 0.076
H 0.6737 -5.1833 0.0949 -0.41 -0.05 -0.21 0.079
H 0.1987 -3.6718 -0.7771 0.01 -0.11 -0.01 0.062
H 2.9126 -2.3091 -0.1177 -0.21 0.04 0.58 0.031
C -0.6111 -1.9012 -4.6753 -0.05 0.31 1.07 -0.050
C 0.1918 -2.6727 -3.6577 0.40 -0.88 -1.75 -0.501
C 0.6827 -3.9609 -4.3271 -0.60 0.16 0.69 -0.041
O 1.3052 -1.8929 -3.2994 0.02 0.74 0.10 -0.055
H 0.0418 -1.6325 -5.5058 -0.16 -0.07 -0.15 0.083
H -0.9457 -1.0008 -4.1601 -0.33 0.18 -0.42 0.068
H -1.4619 -2.5153 -4.9704 -0.02 0.34 -0.25 0.089
H -0.4155 -2.9596 -2.7992 -0.10 0.24 0.23 0.124
H 1.2032 -3.7899 -5.2695 0.29 0.21 0.25 0.086
H -0.2069 -4.5394 -4.5761 0.12 -0.44 0.18 0.081
H 1.2977 -4.4443 -3.5680 0.15 -0.56 -0.46 0.062
H 1.7366 -2.2708 -2.5295 0.47 -0.05 0.55 0.057
C 2.5795 2.7775 2.1715 0.30 1.12 -0.38 -0.032
C 2.9916 1.6430 3.0541 0.60 0.20 -0.30 -0.503
C 3.5096 2.0896 4.3739 0.94 0.65 0.54 -0.055
O 1.8413 0.8652 3.3068 0.12 -1.17 -0.25 -0.082
H 1.6957 3.2552 2.5945 -0.36 -0.23 -0.15 0.083
H 2.4286 2.4819 1.1333 -0.25 -0.05 0.09 0.064
H 3.2983 3.5969 2.1703 0.41 -0.14 -0.11 0.089
H 3.7935 1.0556 2.6067 -0.33 -0.40 -0.38 0.137
H 3.7439 1.2224 4.9914 -0.10 0.08 0.16 0.089
H 2.8146 2.7623 4.8765 -0.16 -0.13 0.15 0.085
H 4.4302 2.6527 4.2207 0.13 0.02 0.11 0.089
H 1.4136 1.4521 3.9346 -1.32 -0.02 0.40 0.040
```
Positions in Å, forces in eV/Å.

Spin multiplicity: 1
ΔE to the lowest compared entry with this formula, charge and spin in kJ/mol: 68.3
HOMO in eV: -9.55